Here is a molecular structure, C34H31GeIrN6O10 at a distorted geometry from OMol25. Energies are from the ωB97M-V functional and the def2-TZVPD basis.

As for the spin multiplicity: 2. The LUMO energy (spin up / spin down) is -4.71 / -6.19 eV. The frontier orbital gap (spin up / spin down) comes out at 6.59 / 5.10 eV. The charge is +1.

Last column: Löwdin charge in e.
CARTESIAN COORDINATES (ANGSTROEM)
Ir1 2.455 0.355 -0.215  1.70
Ge1 -2.426 0.566 0.597  1.05
O1 2.385 -1.562 0.022  -0.19
O2 0.897 -1.172 2.335  0.10
O3 -0.694 -6.255 2.577  0.11
O4 4.698 -7.341 -0.248  0.10
O5 3.652 0.921 1.107  -0.13
O6 -1.031 -4.185 2.072  0.09
O7 0.835 0.510 0.856  -0.26
O8 4.450 -2.458 -0.289  0.09
O9 3.149 -8.497 0.708  0.11
O10 5.779 1.439 1.557  0.18
N1 4.218 0.269 -1.344  -0.06
N2 3.641 -7.458 0.331  -0.35
N3 -0.365 -5.198 2.090  -0.35
N4 2.076 2.283 -0.816  -0.10
N5 5.204 0.943 -0.589  0.04
N6 1.347 6.308 -1.532  0.18
C1 4.959 1.111 0.764  -0.61
C2 1.453 -3.906 1.064  0.09
C3 -0.428 0.742 2.844  -0.15
C4 0.890 2.867 -0.490  -0.11
C5 3.274 -2.552 0.019  -0.48
C6 -6.137 -1.332 1.282  -0.08
C7 -1.268 -1.553 -1.058  -0.07
C8 -1.302 -0.181 -0.846  -0.25
C9 2.880 -6.217 0.599  -0.10
C10 -2.319 3.402 1.376  -0.10
C11 2.807 4.407 -1.652  0.02
C12 0.549 -0.057 2.029  -0.57
C13 0.965 -5.138 1.444  -0.09
C14 -0.482 -2.110 -2.066  -0.07
C15 -0.515 0.625 -1.677  -0.15
C16 1.655 -6.315 1.233  0.11
C17 0.298 0.079 -2.665  -0.11
C18 -6.675 -1.440 0.009  -0.08
C19 -2.853 4.413 -1.147  -0.09
C20 0.305 -1.304 -2.866  -0.09
C21 -2.429 4.775 1.188  -0.08
C22 1.577 5.011 -1.309  -0.27
C23 0.606 4.178 -0.723  0.04
C24 -1.857 0.311 2.484  -0.23
C25 -5.965 -0.968 -1.087  -0.08
C26 -2.478 2.510 0.314  -0.26
C27 -2.695 5.283 -0.076  -0.11
C28 2.695 -3.851 0.440  -0.09
C29 -4.890 -0.748 1.461  -0.10
C30 -4.718 -0.389 -0.905  -0.11
C31 3.422 -5.012 0.203  0.09
C32 3.006 3.086 -1.393  -0.10
C33 -2.749 3.043 -0.949  -0.11
C34 -4.167 -0.268 0.370  -0.28
H1 -6.686 -1.704 2.137  0.11
H2 -0.370 4.556 -0.446  0.09
H3 -4.167 -0.042 -1.773  0.10
H4 0.905 -1.736 -3.658  0.11
H5 4.388 -4.980 -0.278  0.14
H6 1.256 -7.270 1.541  0.14
H7 4.160 0.662 -2.280  0.13
H8 -3.077 4.800 -2.133  0.11
H9 -4.485 -0.672 2.464  0.09
H10 -7.647 -1.896 -0.131  0.11
H11 -1.876 -2.212 -0.446  0.12
H12 6.169 0.811 -0.856  0.17
H13 -2.802 6.350 -0.223  0.11
H14 0.869 0.728 -3.319  0.10
H15 -6.382 -1.056 -2.082  0.11
H16 -0.498 -3.181 -2.224  0.11
H17 -0.191 0.558 3.892  0.13
H18 0.468 6.726 -1.277  0.12
H19 0.883 -3.005 1.252  0.10
H20 -0.328 1.808 2.634  0.10
H21 3.598 4.980 -2.115  0.13
H22 3.955 2.641 -1.645  0.10
H23 2.047 6.902 -1.939  0.12
H24 -2.028 -0.721 2.792  0.08
H25 -2.563 0.939 3.033  0.07
H26 0.157 2.226 -0.030  0.07
H27 -2.331 5.444 2.034  0.11
H28 4.461 -0.742 -1.375  0.11
H29 -0.539 1.703 -1.564  0.07
H30 -2.131 3.031 2.377  0.09
H31 -2.897 2.382 -1.796  0.10

=====

Here is 10 unconnected molecules or ions with the total composition C12H44O10 at a distorted geometry from OMol25. Energies are from the ωB97M-V functional and the def2-TZVPD basis.

As for the spin multiplicity: 1. The LUMO energy is 0.10 eV. The frontier orbital gap comes out at 9.97 eV. The SMILES is CC(C)O.CC(C)O.CC(C)O.CC(C)O.O.O.O.O.O.O.

Last column: natural (NBO) charge in e.
CARTESIAN COORDINATES (ANGSTROEM)
O1 1.378 24.956 7.626  -0.94
O2 5.985 18.743 6.688  -0.94
O3 2.360 15.588 4.774  -0.72
O4 1.636 20.964 5.471  -0.95
O5 4.953 25.422 10.750  -0.73
O6 2.099 15.799 12.023  -0.70
O7 6.848 22.440 4.163  -0.94
O8 -4.362 22.411 5.972  -0.72
O9 3.591 24.538 1.889  -0.94
O10 -0.371 24.001 2.993  -0.94
C1 1.140 17.826 11.262  -0.66
C2 -3.949 22.334 7.346  0.08
C3 3.954 13.835 4.734  -0.64
C4 1.059 16.658 12.249  0.10
C5 -4.880 23.225 8.133  -0.63
C6 -0.231 15.815 12.076  -0.63
C7 -4.062 20.859 7.663  -0.62
C8 6.235 23.882 9.626  -0.63
C9 6.000 24.495 11.028  0.09
C10 1.566 13.361 5.021  -0.62
C11 2.578 14.271 4.305  0.10
C12 5.514 23.534 12.039  -0.63
H1 5.141 24.072 12.910  0.22
H2 1.646 20.048 5.749  0.47
H3 -1.075 16.497 11.968  0.21
H4 6.309 19.557 6.303  0.48
H5 1.640 12.323 4.696  0.20
H6 0.652 25.556 7.453  0.47
H7 -5.091 20.505 7.721  0.21
H8 4.320 25.014 10.154  0.47
H9 2.403 14.178 3.233  0.16
H10 -2.895 22.542 7.530  0.16
H11 0.374 18.601 11.295  0.22
H12 4.669 14.603 4.438  0.20
H13 2.857 16.386 11.961  0.46
H14 6.260 22.845 12.436  0.21
H15 4.182 12.877 4.267  0.22
H16 7.696 22.858 4.016  0.47
H17 6.273 22.823 3.500  0.48
H18 -4.243 23.329 5.717  0.46
H19 -0.527 23.263 3.582  0.48
H20 1.176 17.460 10.236  0.22
H21 6.737 18.150 6.664  0.47
H22 6.996 24.500 9.149  0.22
H23 1.153 24.162 7.141  0.47
H24 0.606 13.759 4.692  0.21
H25 -4.619 24.255 7.892  0.20
H26 3.871 24.628 0.978  0.47
H27 6.552 22.842 9.703  0.20
H28 1.130 17.009 13.278  0.15
H29 -5.946 23.063 7.970  0.22
H30 2.513 21.117 5.118  0.47
H31 1.972 18.503 11.457  0.21
H32 -0.319 15.153 12.937  0.21
H33 -4.658 23.063 9.187  0.21
H34 3.997 13.750 5.820  0.21
H35 6.891 25.026 11.362  0.18
H36 -1.224 24.429 2.915  0.47
H37 -3.508 20.185 7.009  0.22
H38 2.643 24.416 1.839  0.48
H39 -3.519 20.628 8.580  0.21
H40 1.590 13.434 6.108  0.21
H41 5.351 23.885 8.988  0.20
H42 3.211 15.856 5.129  0.47
H43 4.721 22.917 11.618  0.20
H44 -0.290 15.129 11.231  0.22

=====

Here is a molecular structure, C4H11N2O at a distorted geometry from OMol25. Energies are from the ωB97M-V functional and the def2-TZVPD basis.

As for the spin multiplicity: 1. The LUMO energy is 4.16 eV. The frontier orbital gap comes out at 7.31 eV. The charge is -1.

Last column: natural (NBO) charge in e.
CARTESIAN COORDINATES (ANGSTROEM)
O1 -2.888 0.389 0.799  -0.87
N1 2.511 0.209 0.401  -0.86
N2 0.502 -1.014 -1.359  -0.95
C1 1.307 -0.130 1.155  -0.19
C2 -0.662 0.098 -0.642  -0.26
C3 -2.361 0.288 -0.392  0.05
C4 0.014 0.546 0.644  -0.44
H1 -0.651 0.305 1.506  0.23
H2 -0.477 0.832 -1.412  0.20
H3 -0.580 -1.082 -0.885  0.37
H4 3.249 -0.395 0.744  0.33
H5 1.208 -1.219 1.376  0.16
H6 0.080 1.625 0.750  0.21
H7 2.345 -0.019 -0.574  0.38
H8 -2.789 -0.579 -0.957  0.07
H9 1.413 0.325 2.153  0.16
H10 0.208 -1.370 -2.275  0.32
H11 -2.429 1.190 -1.032  0.09

=====

Here is 2 unconnected molecules or ions with the total composition C4H10NO at a distorted geometry from OMol25. Energies are from the ωB97M-V functional and the def2-TZVPD basis.

As for the spin multiplicity: 1. The LUMO energy is 4.30 eV. The frontier orbital gap comes out at 7.55 eV. The charge is -1.

Last column: natural (NBO) charge in e.
CARTESIAN COORDINATES (ANGSTROEM)
O1 0.519 1.735 0.016  -0.85
N1 0.001 -2.184 1.612  -0.52
C1 -0.211 -1.011 2.241  -0.18
C2 0.058 -0.631 0.734  -0.43
C3 0.328 0.378 -2.720  -0.90
C4 -0.312 1.049 0.764  0.09
H1 -1.363 1.071 0.434  0.09
H2 0.551 -0.531 2.877  0.13
H3 1.346 -0.024 -2.676  0.20
H4 0.108 0.767 -3.712  0.19
H5 1.111 -0.662 0.495  0.23
H6 -0.277 1.309 1.829  0.09
H7 0.224 0.970 -1.787  0.30
H8 -0.294 -0.531 -2.661  0.19
H9 -0.586 -0.988 -0.051  0.24
H10 -1.205 -0.718 2.605  0.13

=====

Energy above the lowest of the compared OMol25 structures with the same formula, charge and spin per entry: 28.72, 61.50, 114.37, 93.43 kcal per mole